# 1
{"formula": "C54H47F3N8NaO3P2SSe2", "method": "ωB97M-V with the def2-TZVPD basis set", "symbols": ["Na", "Se", "P", "C", "C", "C", "C", "C", "C", "C", "C", "C", "C", "C", "C", "C", "C", "N", "N", "N", "P", "Se", "C", "C", "C", "C", "C", "C", "C", "C", "C", "C", "C", "C", "H", "H", "H", "H", "H", "H", "H", "H", "H", "H", "H", "H", "H", "H", "H", "H", "H", "H", "H", "H", "F", "C", "C", "C", "C", "O", "C", "C", "N", "C", "C", "C", "C", "C", "C", "N", "C", "C", "N", "C", "C", "C", "O", "O", "H", "H", "H", "H", "H", "H", "H", "H", "H", "H", "H", "H", "H", "H", "H", "H", "H", "H", "S", "C", "C", "C", "N", "C", "C", "C", "C", "C", "N", "C", "C", "H", "H", "H", "H", "H", "H", "H", "H", "F", "C", "F", "H"], "xyz": [[-1.87633, -0.57690, 0.55614], [-0.69803, -0.45620, 7.91024], [0.58057, -0.45490, 6.24674], [1.76357, -1.83450, 6.40274], [3.14287, -1.70300, 6.38524], [3.93867, -2.82560, 6.53834], [3.36507, -4.07310, 6.71454], [1.98537, -4.20440, 6.73814], [1.18837, -3.08760, 6.58514], [1.49857, 1.11350, 6.29674], [2.33297, 1.38090, 7.37734], [2.88517, 2.63710, 7.53164], [2.58837, 3.64310, 6.62424], [1.72487, 3.39040, 5.57294], [1.17737, 2.13070, 5.40974], [-0.18863, -0.63530, 4.65444], [0.15967, -0.73760, 3.28664], [-0.99333, -0.88570, 2.62404], [-1.97233, -0.87740, 3.49494], [-1.52653, -0.73310, 4.70554], [1.65527, -0.82600, 2.30874], [1.58127, -0.72070, 0.22554], [2.45187, -2.40040, 2.75684], [3.74277, -2.64710, 2.29934], [4.32047, -3.88630, 2.48584], [3.60427, -4.89880, 3.10714], [2.30697, -4.66720, 3.52734], [1.72857, -3.42340, 3.35234], [2.73627, 0.52460, 2.90344], [2.41227, 1.80270, 2.45684], [3.21107, 2.87920, 2.78734], [4.34577, 2.68580, 3.56194], [4.67627, 1.41410, 3.99694], [3.87657, 0.33300, 3.66964], [3.59097, -0.72650, 6.26984], [5.01497, -2.72030, 6.52144], [3.99547, -4.94150, 6.84584], [1.53257, -5.17600, 6.87634], [0.11007, -3.16730, 6.63204], [2.51607, 0.60750, 8.11114], [3.53287, 2.84190, 8.37314], [3.01287, 4.62970, 6.75024], [1.46537, 4.17800, 4.88124], [0.48617, 1.93870, 4.60064], [4.27397, -1.86540, 1.77214], [5.32547, -4.07180, 2.13104], [4.05117, -5.87450, 3.24144], [1.73327, -5.46010, 3.98374], [0.70827, -3.25220, 3.66184], [1.53607, 1.93320, 1.83294], [2.95297, 3.87030, 2.44044], [4.97657, 3.52450, 3.82084], [5.56577, 1.25560, 4.59264], [4.13947, -0.66280, 3.99814], [1.17377, -0.69580, -5.78566], [-0.13663, -0.91250, -5.43426], [-0.51433, -0.76970, -4.12356], [-1.85993, -0.91700, -3.75586], [-2.23183, -0.68270, -2.35406], [-1.38053, -0.46880, -1.49466], [-3.65963, -0.69840, -2.12276], [-4.50923, -1.01980, -3.11226], [-4.13333, -1.35150, -4.39626], [-5.15533, -1.57920, -5.36566], [-5.31193, -2.91380, -6.04546], [-6.30603, -2.47370, -5.01776], [-2.81163, -1.24260, -4.74646], [-2.39153, -1.43200, -6.06296], [-1.05053, -1.26080, -6.42336], [-0.73283, -1.41650, -7.80856], [0.63127, -1.68390, -8.17916], [0.62057, -2.33540, -9.56286], [-0.02953, -1.39120, -10.51896], [-1.41603, -1.06340, -10.08336], [-1.33343, -0.44370, -8.68956], [-4.28733, -0.26500, -0.76716], [-5.47573, -0.55040, -0.62686], [-3.53303, 0.35940, -0.00516], [0.19587, -0.53410, -3.34706], [-5.57093, -1.01530, -2.90926], [-5.38023, -0.70030, -5.97126], [-4.62433, -3.70170, -5.78376], [-5.61403, -2.91890, -7.08396], [-6.28643, -2.96010, -4.05636], [-7.29033, -2.16770, -5.33556], [-3.09963, -1.71180, -6.82666], [1.07177, -2.37780, -7.46306], [1.26567, -0.77800, -8.21306], [0.02967, -3.25230, -9.54206], [1.63407, -2.55330, -9.90406], [-0.03183, -1.77990, -11.46716], [0.51237, -0.51660, -10.50856], [-1.98133, -1.99540, -10.03836], [-1.87703, -0.38230, -10.80106], [-2.33673, -0.21830, -8.32756], [-0.76353, 0.50630, -8.73926], [-2.97843, 5.64720, -0.51876], [-2.22873, 4.07440, -0.06206], [-1.27173, 3.50880, -0.88486], [-0.61583, 2.37870, -0.42256], [-0.85053, 1.83570, 0.75664], [-1.80953, 2.34680, 1.50224], [-2.53563, 3.47400, 1.14394], [-1.62363, 6.61320, 0.13614], [-0.57923, 7.01660, -0.69026], [0.47557, 7.70400, -0.12096], [0.54837, 8.01320, 1.16834], [-0.46123, 7.63340, 1.94384], [-1.56583, 6.93840, 1.48824], [-1.03613, 3.94660, -1.84406], [0.15207, 1.90150, -1.01556], [-2.00083, 1.85510, 2.44404], [-3.30473, 3.87020, 1.78604], [-0.59493, 6.78790, -1.74476], [1.31737, 8.02440, -0.72376], [-0.36943, 7.90250, 2.98924], [-2.35843, 6.64880, 2.16054], [-0.01663, -4.27710, 0.69864], [-1.14833, -3.64430, 0.21854], [-1.44863, -4.30930, -0.96256], [-1.95933, -3.86620, 0.92294]], "forces_ev_per_a": [[1.273, -0.318, 0.914], [-0.276, -0.105, 0.141], [0.559, 0.147, 0.551], [-0.165, 0.255, -0.115], [-0.139, 0.119, -0.040], [0.207, -0.109, 0.003], [0.116, 0.005, 0.053], [-0.033, 0.020, 0.070], [-0.052, -0.074, 0.062], [-0.181, -0.143, -0.193], [0.082, -0.128, 0.008], [0.114, 0.019, 0.072], [-0.076, 0.088, -0.017], [-0.009, 0.156, 0.099], [-0.013, -0.159, -0.028], [0.155, 0.027, -0.478], [0.225, 0.032, 0.227], [0.397, -0.205, -0.262], [-1.065, -0.146, -0.260], [-0.177, 0.119, 0.501], [0.792, 0.018, 0.672], [-0.403, -0.058, -0.528], [-0.174, 0.127, -0.049], [0.042, 0.131, 0.007], [0.161, -0.030, -0.004], [-0.059, -0.088, -0.022], [0.049, -0.185, -0.050], [-0.008, 0.202, 0.000], [-0.123, -0.240, -0.100], [-0.052, 0.007, -0.109], [0.054, 0.001, -0.060], [0.077, -0.016, -0.016], [0.172, 0.110, 0.139], [-0.236, -0.194, -0.047], [0.043, 0.038, -0.052], [0.067, -0.022, 0.012], [0.040, -0.062, -0.036], [-0.032, -0.066, 0.025], [-0.066, -0.031, -0.012], [0.031, -0.024, 0.052], [0.043, -0.007, 0.039], [0.029, 0.054, 0.010], [0.002, 0.072, -0.075], [-0.012, -0.018, -0.067], [0.060, 0.002, -0.030], [0.042, 0.001, -0.010], [0.028, -0.048, 0.016], [-0.030, -0.072, 0.054], [-0.085, 0.039, 0.071], [-0.058, 0.033, -0.029], [-0.026, 0.057, -0.026], [0.030, 0.064, 0.027], [0.036, 0.030, 0.034], [0.036, -0.012, 0.045], [-0.593, -0.022, 0.334], [0.551, 0.046, 0.181], [-0.397, -0.168, -0.134], [0.487, -0.046, -0.558], [-0.528, 0.036, -0.229], [0.433, -0.218, -0.782], [0.092, 0.255, 0.712], [0.132, -0.177, -0.554], [-0.414, -0.036, 0.838], [-0.325, 0.132, -0.493], [0.054, 0.010, -0.072], [-0.013, 0.106, 0.032], [0.573, 0.143, 0.092], [0.686, 0.092, 0.018], [-0.752, -0.029, -0.621], [-0.056, 0.248, 1.144], [0.503, -0.391, -0.457], [-0.005, 0.094, 0.534], [-0.540, -0.287, 1.565], [-0.148, 0.242, 0.503], [-0.359, 0.006, -0.523], [-0.461, -0.211, -0.903], [-0.549, -0.177, 0.033], [-0.626, 0.886, 0.253], [0.150, 0.090, 0.067], [-0.009, -0.041, 0.042], [-0.016, -0.146, 0.050], [0.101, -0.043, 0.147], [0.024, 0.076, -0.019], [0.081, -0.050, 0.110], [-0.042, 0.036, -0.064], [-0.014, -0.039, -0.048], [0.028, 0.005, -0.089], [-0.186, -0.224, 0.081], [0.100, 0.093, -0.097], [-0.081, 0.121, -0.197], [0.130, -0.365, -1.454], [0.451, 0.516, -0.528], [0.065, 0.106, -0.107], [0.237, -0.044, -0.142], [0.008, 0.061, -0.142], [-0.110, -0.237, 0.115], [0.176, -0.205, 0.143], [-0.268, 0.291, -0.055], [0.047, -0.148, 0.040], [0.192, 0.288, -0.454], [0.098, -0.462, 0.192], [-0.305, 0.399, 0.290], [0.068, -0.033, -0.094], [0.021, 0.151, -0.020], [-0.331, -0.102, 0.178], [0.222, 0.137, -0.013], [0.104, 0.054, 0.039], [0.107, 0.096, 0.166], [-0.043, -0.068, -0.362], [0.038, -0.014, -0.038], [0.088, -0.090, -0.088], [-0.097, -0.143, 0.181], [-0.079, 0.033, 0.088], [0.018, -0.028, -0.070], [-0.011, -0.011, -0.095], [-0.079, -0.025, 0.068], [-0.056, -0.043, 0.051], [-1.174, 1.457, -0.551], [0.992, -3.730, -0.542], [0.302, 1.438, 1.050], [-0.104, 0.899, 0.068]], "orbital_gap_ev": [7.069, 3.361], "total_charge": -1, "lumo_energy_ev": [1.6, 1.3], "spin_multiplicity": 1, "e_above_lowest_kj_mol": 125.9, "homo_ha": [-0.19993, -0.07675]}

# 2
{"formula": "C3H4N3O2S", "method": "ωB97M-V with the def2-TZVPD basis set", "symbols": ["C", "C", "C", "N", "N", "N", "O", "O", "S", "H", "H", "H", "H"], "xyz": [[0.63149, 0.40449, -0.90591], [-0.59903, 0.64462, 0.21267], [-1.71836, -0.27815, 0.43447], [1.34442, 1.52685, -0.72306], [-0.21831, 1.71042, 0.82798], [0.90987, 2.21822, 0.26512], [0.65776, -2.05630, 0.56174], [2.71744, -1.46177, -0.59902], [1.67724, -1.02150, 0.33208], [0.56720, -0.11910, -1.84194], [-2.27993, -0.00001, 1.32357], [-1.31245, -1.28570, 0.54938], [-2.37734, -0.28207, -0.43710]], "forces_ev_per_a": [[-3.860, 0.344, 3.167], [3.353, -0.421, -3.518], [-0.220, 0.019, 0.200], [0.507, 0.637, -0.286], [-1.246, -0.750, 0.549], [1.105, 0.555, -0.288], [0.091, 0.060, -0.037], [-0.109, 0.142, -0.006], [0.511, -0.556, 0.238], [0.097, -0.098, -0.165], [-0.126, 0.008, 0.059], [-0.049, 0.032, 0.024], [-0.055, 0.028, 0.063]], "orbital_gap_ev": 8.198, "total_charge": -1, "lumo_energy_ev": 3.9, "spin_multiplicity": 1, "e_above_lowest_kj_mol": 164.7, "homo_ha": -0.15746}

# 3
{"formula": "C22H33Cl2ErN4O3", "method": "ωB97M-V with the def2-TZVPD basis set", "symbols": ["O", "C", "C", "C", "H", "C", "H", "C", "H", "C", "H", "C", "H", "H", "C", "C", "H", "H", "H", "C", "C", "H", "H", "H", "H", "Er", "Cl", "Cl", "H", "H", "C", "C", "N", "H", "C", "O", "H", "H", "H", "H", "H", "H", "C", "C", "N", "H", "C", "O", "H", "H", "H", "H", "N", "C", "C", "C", "N", "C", "C", "H", "H", "H", "H", "H", "H"], "xyz": [[0.36539, 1.60146, -3.17525], [-0.24398, 1.46656, -4.23703], [0.06804, 2.01334, -5.57194], [1.19180, 2.80993, -5.87456], [1.95634, 2.96750, -5.11015], [1.30943, 3.37994, -7.15396], [2.17035, 4.01207, -7.40483], [0.32175, 3.15312, -8.12855], [0.35499, 3.66400, -9.09380], [-0.75613, 2.29918, -7.85019], [-1.49965, 2.07142, -8.61653], [-0.86700, 1.73520, -6.58624], [-1.68778, 1.06125, -6.34614], [-1.10954, 0.77914, -4.26538], [-2.57603, 2.17225, -1.10703], [-2.20393, 1.03887, -0.26384], [-3.53899, 2.64116, -0.84848], [-2.61325, 1.85713, -2.16017], [-1.78415, 2.93465, -1.06538], [-2.68931, 0.47367, 0.81738], [-3.79757, 0.94451, 1.76314], [-2.30682, -0.50512, 1.16377], [-4.39040, 1.75959, 1.33221], [-3.37978, 1.30461, 2.71554], [-4.48832, 0.12395, 2.01022], [0.05756, -0.00692, -0.89347], [1.04403, 2.32736, -0.49827], [-1.04911, -1.22773, -2.83740], [4.02404, 0.83919, -3.46388], [5.68692, 0.98521, -2.09148], [3.22060, 0.48922, -2.79948], [5.07579, 0.97228, -1.17670], [3.82204, 0.27267, -1.47460], [2.78406, -0.45058, -3.17613], [3.18096, -0.43071, -0.54618], [2.04713, -0.96288, -0.75642], [5.58698, 0.44122, -0.36083], [3.70526, -0.51371, 0.42720], [2.41919, 1.24577, -2.73364], [4.88927, 2.01644, -0.86488], [-1.49398, -5.44112, 1.53150], [-0.61877, -6.50404, -0.78787], [-1.84318, -4.61088, 0.90797], [-1.04122, -5.58780, -1.21222], [-0.97950, -4.48427, -0.25733], [-1.82032, -3.66877, 1.45520], [-0.42004, -3.31496, -0.58874], [-0.60305, -2.21139, 0.00538], [-0.49085, -5.30881, -2.11126], [0.22760, -3.34714, -1.47618], [-2.86138, -4.86118, 0.58528], [-2.08540, -5.81114, -1.46342], [1.06091, 0.05740, 5.94254], [0.91552, 0.06826, 4.59832], [0.99476, -1.12783, 3.85685], [0.76457, -1.07325, 2.48558], [0.42788, 0.06408, 1.84056], [0.40435, 1.21349, 2.54744], [0.65878, 1.27435, 3.91520], [1.21197, -0.80244, 6.44935], [0.98878, 0.90196, 6.48799], [1.22556, -2.06674, 4.35184], [0.84269, -1.97426, 1.87663], [0.19850, 2.11739, 1.97132], [0.64583, 2.21836, 4.45303]], "forces_ev_per_a": [[-0.491, -0.053, -1.745], [0.201, -0.843, 0.875], [0.347, 0.706, -0.536], [-0.304, -0.052, -0.373], [-0.299, 0.083, -0.212], [-0.107, -0.165, 0.145], [-0.399, -0.274, 0.204], [-0.227, -0.133, 0.439], [0.199, -0.252, 0.287], [0.386, 0.169, -0.042], [0.229, 0.149, 0.246], [0.180, -0.004, 0.377], [0.047, 0.183, -0.085], [0.038, 0.298, 0.177], [-0.598, 1.028, 0.128], [2.770, -1.903, -1.131], [-0.023, 0.200, -0.155], [-0.144, 0.032, 0.152], [-0.215, -0.006, 0.008], [-1.227, -0.203, 1.411], [-0.193, 0.035, -0.315], [0.276, 0.444, -0.062], [0.079, -0.049, 0.064], [-0.024, -0.067, -0.166], [0.106, 0.146, -0.044], [-2.690, 1.049, 1.002], [0.623, 0.195, 0.256], [0.092, -0.428, -0.554], [-0.400, -0.186, 0.138], [-0.075, -0.126, 0.484], [-0.140, 0.063, 0.115], [-0.181, 0.080, 0.185], [-0.057, -0.291, 0.253], [0.238, 0.346, 0.155], [-0.671, 0.104, -0.725], [2.360, 0.156, 0.420], [-0.016, 0.247, -0.350], [-0.352, -0.060, -0.406], [0.432, -0.224, -0.034], [-0.031, -0.456, -0.169], [0.050, 0.187, -0.001], [0.088, 0.156, 0.012], [0.005, -0.045, -0.106], [0.238, 0.052, 0.166], [-0.221, 0.087, -0.008], [-0.129, -0.157, 0.002], [-0.402, 1.887, 0.416], [0.627, -2.132, -0.549], [-0.105, -0.120, 0.033], [-0.216, -0.108, 0.100], [0.106, 0.264, 0.085], [0.167, 0.242, -0.063], [0.256, -0.088, 1.014], [-0.252, 0.059, -0.627], [-0.084, 0.439, -0.424], [-0.146, 0.672, 0.424], [0.539, -0.351, -0.170], [0.104, -0.336, 0.198], [-0.061, -0.635, -0.518], [-0.047, 0.259, -0.234], [-0.010, -0.186, -0.221], [-0.021, 0.094, -0.095], [-0.124, 0.265, 0.127], [-0.030, -0.328, 0.162], [-0.070, -0.117, -0.141]], "orbital_gap_ev": [5.449, 5.430], "s_squared": 3.753, "lumo_energy_ev": [0.1, 0.1], "spin_multiplicity": 4, "e_above_lowest_kj_mol": 84.5, "homo_ha": [-0.19784, -0.19709]}

Number 1: electronic energy -247497.562 eV. Number 2: electronic energy -22575.805 eV. Number 3: electronic energy -88121.625 eV.